# C4H6N2O

One molecule with the formula C4H6N2O in a non-equilibrium geometry (the ωB97M-V functional and the def2-TZVPD basis, the OMol25 dataset).

Atoms and positions in Å:
H1 2.80920 0.86741 -0.46287
N1 1.97600 0.63269 -0.99982
C1 0.99280 1.14197 -0.40298
O1 -0.28765 1.02191 -0.85073
C2 -0.85706 -0.27470 -0.80431
C3 -1.26122 -0.62741 0.63735
C4 -0.14908 -1.14125 1.44491
N2 0.72736 -1.56135 2.07219
H2 1.04916 1.73768 0.51261
H3 -0.17313 -1.02019 -1.22338
H4 -1.75565 -0.22249 -1.42235
H5 -1.65451 0.27776 1.11349
H6 -2.06064 -1.37507 0.64176

Results
- LUMO level: 0.0262 Ha
- Frontier orbital gap: 11.28 eV
- Total charge: 0
- HOMO energy: -0.388 Ha
- SMILES string: [H]/N=C/OCCC#N
- Multiplicity: 1

Charges computed using Löwdin, reported in e: number 1, H, carries 0.0591; number 2, N, carries 0.1442; number 3, C, carries -0.3256; number 4, O, carries -0.0915; number 5, C, carries -0.1955; number 6, C, carries -0.1462; number 7, C, carries -0.2308; number 8, N, carries 0.1475; number 9, H, carries 0.1338; number 10, H, carries 0.1274; number 11, H, carries 0.1270; number 12, H, carries 0.1276; number 13, H, carries 0.1229

# C4H6N2O

One molecule with the formula C4H6N2O in a non-equilibrium geometry (the ωB97M-V functional and the def2-TZVPD basis, the OMol25 dataset).

Atoms and positions in Å:
C1 0.62241 0.46445 0.47468
C2 -0.35736 0.01682 -0.55202
C3 -1.34421 -1.07917 -0.11851
C4 -2.62350 -0.83548 0.10738
N1 -3.61119 -0.10671 -0.07247
N2 -4.72004 0.07622 0.21329
O1 -5.50489 0.99051 0.01694
H1 1.24260 1.33171 0.01169
H2 1.32215 -0.34846 0.75319
H3 0.26812 0.97979 1.43524
H4 -1.16588 0.86438 -0.79011
H5 0.01977 -0.33474 -1.54730
H6 -0.91038 -2.01715 0.29784

Results
- LUMO level (spin up / spin down): -0.0147 / -0.0147 Ha
- Frontier orbital gap (spin up / spin down): 8.20 / 8.20 eV
- Total charge: 0
- HOMO energy (spin up / spin down): -0.316 / -0.316 Ha
- SMILES string: CCC=C=NN=O
- Multiplicity: 1

Charges computed using Löwdin, reported in e: number 1, C, carries -0.1471; number 2, C, carries -0.2930; number 3, C, carries -0.1158; number 4, C, carries -0.0112; number 5, N, carries 0.0904; number 6, N, carries -0.1411; number 7, O, carries -0.0237; number 8, H, carries 0.0981; number 9, H, carries 0.0734; number 10, H, carries 0.0983; number 11, H, carries 0.1413; number 12, H, carries 0.1176; number 13, H, carries 0.1128

# C4H6N2O

C4H6N2O as an isolated structure in a non-equilibrium geometry (the ωB97M-V functional and the def2-TZVPD basis, the OMol25 dataset).

Atoms and positions in Å:
C1 0.15985 1.79872 0.06465
C2 -0.48478 0.49266 -0.17919
N1 1.23608 -1.33776 0.22285
C3 0.10162 -0.83347 -0.43986
N2 -1.77699 0.22726 -0.01927
C4 -1.56882 -1.13123 0.05902
O1 -2.13515 -2.08306 0.47570
H1 1.33900 -1.06321 1.18835
H2 2.10274 -1.33278 -0.29485
H3 0.06132 -1.13767 -1.48405
H4 0.52258 1.86429 1.09366
H5 -0.56718 2.59770 -0.08236
H6 1.00973 1.93855 -0.60466

Results
- LUMO level: 0.0165 Ha
- Frontier orbital gap: 9.16 eV
- Total charge: 0
- HOMO energy: -0.320 Ha
- Multiplicity: 1

Charges computed using Löwdin, reported in e: number 1, C, carries -0.0159; number 2, C, carries -0.2813; number 3, N, carries 0.0617; number 4, C, carries -0.2415; number 5, N, carries 0.1759; number 6, C, carries -0.3880; number 7, O, carries 0.1204; number 8, H, carries 0.0846; number 9, H, carries 0.0780; number 10, H, carries 0.1400; number 11, H, carries 0.0937; number 12, H, carries 0.0871; number 13, H, carries 0.0852

# C4H6N2O

One molecule with the formula C4H6N2O (the ωB97M-V functional and the def2-TZVPD basis, the OMol25 dataset).

Atoms and positions in Å:
C1 0.20711 -2.31444 0.08511
C2 0.32220 -0.82250 0.07234
C3 -0.51003 0.14352 -0.56473
C4 -0.08262 1.32354 -0.05280
N1 -0.60209 2.61599 -0.14404
O1 0.96611 1.10938 0.76570
N2 1.20202 -0.24665 0.85455
H1 0.95546 -2.72632 0.76695
H2 -0.78412 -2.60239 0.45361
H3 0.33924 -2.76016 -0.90461
H4 -1.31451 0.00975 -1.27049
H5 -0.13222 3.20131 -0.82390
H6 -0.56655 3.06897 0.76232

Results
- LUMO level: 0.0345 Ha
- Frontier orbital gap: 10.28 eV
- Total charge: 0
- HOMO energy: -0.343 Ha
- SMILES string: Cc1cc(N)on1
- Multiplicity: 1

Charges computed using Löwdin, reported in e: number 1, C, carries -0.0343; number 2, C, carries -0.3545; number 3, C, carries 0.0308; number 4, C, carries -0.3927; number 5, N, carries 0.1147; number 6, O, carries 0.0005; number 7, N, carries 0.0972; number 8, H, carries 0.0788; number 9, H, carries 0.0825; number 10, H, carries 0.0784; number 11, H, carries 0.1140; number 12, H, carries 0.0919; number 13, H, carries 0.0928

# C4H6N2O

One molecule with the formula C4H6N2O (the ωB97M-V functional and the def2-TZVPD basis, the OMol25 dataset).

Atoms and positions in Å:
N1 1.07904 -1.67271 -1.07428
C1 0.12672 -0.76229 -0.48657
C2 0.05057 0.58630 -1.09774
N2 -0.36285 1.37750 -0.13894
C3 -0.49282 0.66092 1.08128
O1 -0.91830 1.44282 2.11953
C4 -0.13814 -0.64372 0.99941
H1 2.00311 -1.38112 -0.79121
H2 0.95233 -2.56862 -0.61385
H3 0.20900 0.92496 -2.11494
H4 -0.59987 2.35907 -0.25869
H5 -0.97241 0.82602 2.86384
H6 -0.89245 -1.13561 -0.70306

Results
- LUMO level: 0.0054 Ha
- Frontier orbital gap: 8.04 eV
- Total charge: 0
- HOMO energy: -0.290 Ha
- Multiplicity: 1

Charges computed using Löwdin, reported in e: number 1, N, carries 0.0395; number 2, C, carries -0.4723; number 3, C, carries -0.0023; number 4, N, carries 0.1364; number 5, C, carries -0.4470; number 6, O, carries 0.0134; number 7, C, carries 0.0150; number 8, H, carries 0.0707; number 9, H, carries 0.0738; number 10, H, carries 0.1329; number 11, H, carries 0.1710; number 12, H, carries 0.1034; number 13, H, carries 0.1655

# C4H6N2O

C4H6N2O as an isolated structure in a non-equilibrium geometry (the ωB97M-V functional and the def2-TZVPD basis, the OMol25 dataset).

Atoms and positions in Å:
N1 -2.62002 0.41745 -0.58552
C1 -1.36079 0.41542 -0.52257
O1 -0.84834 -0.84137 -0.14144
C2 0.52641 -1.09289 -0.29201
C3 1.32084 -0.44781 0.85486
C4 1.16290 0.99918 0.67416
N2 0.52161 1.83160 0.18047
H1 -2.90377 1.36091 -0.83026
H2 -0.59204 1.70010 -0.47507
H3 0.87461 -0.70526 -1.25550
H4 0.68003 -2.17999 -0.27703
H5 0.86892 -0.71816 1.81327
H6 2.36964 -0.73919 0.85665

Results
- LUMO level (spin up / spin down): 0.0089 / 0.0089 Ha
- Frontier orbital gap (spin up / spin down): 8.83 / 8.83 eV
- Total charge: 0
- HOMO energy (spin up / spin down): -0.316 / -0.316 Ha
- Multiplicity: 1

Charges computed using Löwdin, reported in e: number 1, N, carries 0.0713; number 2, C, carries -0.3148; number 3, O, carries -0.1040; number 4, C, carries -0.2194; number 5, C, carries -0.1292; number 6, C, carries -0.1265; number 7, N, carries 0.1499; number 8, H, carries 0.0290; number 9, H, carries 0.1392; number 10, H, carries 0.1280; number 11, H, carries 0.1301; number 12, H, carries 0.1307; number 13, H, carries 0.1158

# C4H6N2O

A 2-piece molecular cluster, C4H6N2O overall in a non-equilibrium geometry (the ωB97M-V functional and the def2-TZVPD basis, the OMol25 dataset).

Atoms and positions in Å:
N1 -1.45199 -1.10624 -1.16586
C1 -1.63333 -0.41296 -0.03932
C2 -0.82439 0.62238 0.33064
C3 0.31594 0.99114 -0.43763
O1 0.69213 0.46589 -1.47897
H1 -1.96557 -1.94378 -1.36765
H2 -0.60797 -0.86010 -1.68471
H3 -2.48143 -0.69031 0.57668
H4 -1.03593 1.16675 1.23239
H5 0.88607 1.84675 -0.02721
C4 2.71342 -0.00285 1.35799
N2 2.03344 -0.90246 1.48520
H6 3.35961 0.82577 1.21844

Results
- LUMO level: 0.0364 Ha
- Frontier orbital gap: 9.53 eV
- Total charge: 0
- HOMO energy: -0.314 Ha
- SMILES string: N/C=C\C=O.C#N
- Multiplicity: 1

Charges computed using Löwdin, reported in e: number 1, N, carries 0.1179; number 2, C, carries -0.1694; number 3, C, carries -0.1141; number 4, C, carries -0.3499; number 5, O, carries -0.0299; number 6, H, carries 0.1040; number 7, H, carries 0.0818; number 8, H, carries 0.1189; number 9, H, carries 0.0849; number 10, H, carries 0.1020; number 11, C, carries -0.0859; number 12, N, carries 0.0839; number 13, H, carries 0.0557

# C4H6N2O

One molecule with the formula C4H6N2O in a non-equilibrium geometry (the ωB97M-V functional and the def2-TZVPD basis, the OMol25 dataset).

Atoms and positions in Å:
C1 -0.83094 -0.86577 -0.72222
C2 -0.08092 0.12491 0.09264
C3 -0.79954 1.18662 0.83809
N1 1.23249 0.13537 0.09470
O1 1.92160 0.83943 0.92383
C4 1.95006 -0.83839 -0.53110
N2 2.66272 -1.58795 -1.02260
H1 -1.58929 -0.36286 -1.32550
H2 -1.34673 -1.56843 -0.06174
H3 -0.18203 -1.43016 -1.39089
H4 -0.12638 2.03020 1.00910
H5 -1.13458 0.81885 1.81478
H6 -1.67646 1.51819 0.28091

Results
- LUMO level (spin up / spin down): -0.0020 / -0.0020 Ha
- Frontier orbital gap (spin up / spin down): 9.03 / 9.03 eV
- Total charge: 0
- HOMO energy (spin up / spin down): -0.334 / -0.334 Ha
- SMILES string: CC(C)=[N+]([O-])C#N
- Multiplicity: 1

Charges computed using Löwdin, reported in e: number 1, C, carries -0.0147; number 2, C, carries -0.2563; number 3, C, carries -0.0063; number 4, N, carries -0.2149; number 5, O, carries -0.0738; number 6, C, carries -0.1960; number 7, N, carries 0.2122; number 8, H, carries 0.0913; number 9, H, carries 0.1011; number 10, H, carries 0.0771; number 11, H, carries 0.0878; number 12, H, carries 0.1048; number 13, H, carries 0.0878

How do the records compare in energy? In the order shown, they have -9271.7690, -9266.7791, -9271.3228, -9271.7123, -9269.3209, -9269.0677, -9271.6612, -9269.6583 eV.
How do the records compare in relative energy (zero: lowest compared OMol25 entry of this formula, charge and spin)? In the order shown, they have 167.2, 648.6, 210.2, 172.7, 403.4, 427.8, 177.6, 370.8 kJ/mol.